One molecule with the formula C14H26I2O3S2. Source: OMol25; level of theory: ωB97M-V/def2-TZVPD.

XYZ file:
```
47
Properties=species:S:1:pos:R:3:forces:R:3
C 2.086270 -0.646075 4.336220 0.03 0.01 0.00
C 0.613255 -0.275717 4.122725 -0.02 -0.02 0.03
S 0.330358 1.214166 3.131541 -0.02 -0.09 -0.06
C 1.001683 0.674440 1.525409 0.03 -0.03 -0.01
C -0.024076 0.754801 0.376399 -0.02 -0.03 0.07
C -0.433075 -0.625452 -0.158123 -0.03 0.02 -0.04
C -1.856249 -0.630658 -0.770945 -0.05 -0.24 -0.04
C -2.833271 -1.423736 0.110159 0.05 0.13 0.04
I -2.442586 -3.514132 -0.291723 0.02 -0.06 0.00
C -4.325432 -1.174935 -0.067631 0.05 -0.12 -0.09
C -4.798671 -1.062479 -1.516720 0.01 0.04 0.01
I -4.925455 0.523137 1.130962 -0.05 0.03 0.02
O -2.406595 0.695222 -0.879268 -0.02 0.20 0.18
S -1.900498 1.681207 -2.062727 -0.16 -0.17 0.02
O -2.301752 1.114380 -3.326098 0.06 -0.01 -0.01
O -0.329604 1.314022 -1.978680 0.18 0.11 -0.09
C 0.400192 1.692503 -0.775431 -0.07 -0.01 -0.11
C 1.855301 1.749228 -1.233101 0.03 -0.01 0.07
C 2.485429 0.469910 -1.809771 -0.13 -0.01 0.05
C 3.091766 -0.435861 -0.733658 0.04 -0.07 0.05
C 3.547223 0.856268 -2.837630 0.02 0.02 -0.01
H 2.741276 0.183984 4.069293 -0.02 -0.01 0.05
H 2.376110 -1.509305 3.735563 0.00 0.05 -0.03
H 2.282330 -0.897731 5.379262 -0.03 -0.03 -0.02
H 0.061465 -1.100928 3.668594 0.00 0.02 0.04
H 0.119820 -0.057252 5.070363 0.03 0.02 -0.01
H 1.888983 1.266951 1.314051 -0.06 0.00 0.04
H 1.342757 -0.352671 1.656823 0.03 0.05 0.00
H -0.929501 1.187473 0.804626 0.07 0.05 0.02
H -0.406319 -1.342331 0.665590 -0.02 0.02 0.00
H 0.275775 -0.980133 -0.906544 -0.02 0.02 0.05
H -1.833695 -1.066406 -1.771004 -0.03 0.07 -0.01
H -2.559929 -1.329927 1.158979 -0.03 0.08 -0.01
H -4.852026 -1.968379 0.452362 0.02 -0.03 -0.04
H -5.730962 -1.607593 -1.656834 -0.01 0.06 0.02
H -4.054750 -1.486815 -2.194690 -0.06 -0.05 0.02
H -4.955957 -0.029363 -1.816830 0.06 -0.01 -0.01
H 0.108005 2.715912 -0.510908 0.01 -0.04 0.01
H 2.477997 2.124874 -0.415367 -0.02 0.03 -0.05
H 1.875631 2.526050 -2.002033 -0.01 -0.03 -0.01
H 1.694931 -0.078455 -2.332265 0.11 -0.01 -0.05
H 3.827802 -1.112441 -1.171904 -0.05 -0.02 -0.01
H 3.605673 0.150783 0.033046 0.05 -0.01 -0.06
H 2.350508 -1.056515 -0.225890 0.03 0.09 -0.04
H 4.309044 1.500566 -2.388065 -0.01 -0.03 0.01
H 4.049805 -0.028151 -3.233722 -0.02 0.03 0.00
H 3.101011 1.397566 -3.674403 0.02 0.00 0.03
```
Forces are in eV/Å.

***

A 3-piece molecular cluster, C14H26N2O5P overall at a distorted geometry. Source: OMol25; level of theory: ωB97M-V/def2-TZVPD.

XYZ file:
```
48
Properties=species:S:1:pos:R:3:forces:R:3
O -1.375120 0.061236 1.256329 -0.24 0.03 0.86
C -1.120755 -0.147031 0.126278 -0.10 -0.17 -0.12
O -0.056433 -1.056874 -0.177422 -0.17 1.02 -0.55
C 1.096207 -0.219453 -0.246070 -0.02 0.00 0.09
C 2.395453 -1.025229 -0.542555 -0.09 0.81 0.55
P 3.712857 0.204905 -0.971558 -0.71 -0.82 -0.02
O 3.478017 0.757017 -2.480544 0.23 -0.10 1.70
C 3.862201 1.564042 0.274916 0.13 -0.09 -0.40
C 3.106760 2.871707 -0.092562 0.46 0.34 -0.23
O 1.688937 2.783808 0.043042 1.50 0.52 0.73
C 1.161633 3.567665 1.055508 0.54 0.09 -0.24
O 0.010870 3.537568 1.212206 -2.38 -0.07 0.43
H -1.685241 0.385276 -0.681652 0.96 -0.97 -0.06
H 1.209541 0.258171 0.754803 0.06 -0.03 -0.71
H 0.897131 0.571791 -1.010029 0.34 -0.38 0.42
H 2.293943 -1.800487 -1.323645 0.08 0.54 0.17
H 2.716973 -1.508104 0.405142 0.01 0.07 -0.53
H 4.933505 -0.516395 -0.921515 -0.38 0.44 -0.47
H 2.790760 1.451182 -2.464946 0.16 -0.20 -0.37
H 3.574779 1.125356 1.253472 -0.02 0.35 -0.49
H 4.944705 1.810950 0.346246 -0.59 -0.22 -0.16
H 3.533363 3.683324 0.535651 -0.37 -0.48 -0.25
H 3.310083 3.183586 -1.140964 0.05 -0.31 0.58
H 1.775475 4.239021 1.694001 0.72 -0.57 -0.68
C 0.138011 -2.954174 3.051246 -0.07 0.01 -0.16
C 0.499870 -4.136550 2.160449 -0.23 0.28 0.09
C 1.618470 -5.002060 2.741448 -0.19 -0.17 -0.27
C 2.879506 -4.263524 2.820230 0.09 -0.14 0.20
N 3.866966 -3.679481 2.887747 -0.14 0.13 -0.18
H 0.978210 -2.264729 3.164963 0.00 -0.04 0.07
H -0.687462 -2.397744 2.606176 0.03 0.04 0.09
H -0.169458 -3.294869 4.041785 0.03 0.06 0.00
H 0.786253 -3.771894 1.169973 0.01 -0.10 0.00
H -0.389034 -4.756122 2.024656 0.11 -0.08 -0.03
H 1.762033 -5.880686 2.108652 0.16 0.03 0.06
H 1.337555 -5.369266 3.730737 0.14 0.10 0.04
C -6.197545 1.735257 -3.314711 0.02 -0.05 0.02
C -5.638063 2.038892 -1.929630 -0.33 -0.08 -0.21
C -4.122663 2.261923 -1.928937 -0.24 0.15 0.30
C -3.383513 1.055681 -2.303193 0.01 0.07 -0.25
N -2.805266 0.108457 -2.605777 -0.08 0.16 0.05
H -5.793232 0.802768 -3.713869 0.02 0.04 -0.01
H -7.281808 1.631312 -3.267315 0.04 0.01 -0.03
H -5.965697 2.539273 -4.016525 -0.01 -0.03 0.00
H -5.897769 1.225752 -1.247962 0.10 0.06 0.04
H -6.120386 2.940705 -1.546622 0.14 -0.01 0.07
H -3.806562 2.571015 -0.929171 0.13 -0.08 -0.04
H -3.864061 3.077032 -2.608480 0.08 -0.13 -0.07
```
Forces are in eV/Å.

## Properties
ΔE to the lowest compared entry with this formula, charge and spin ... 2.776 eV
Total charge ... +1

***

A 2-piece molecular cluster, C14H26N4O7 overall at a distorted geometry. Source: OMol25; level of theory: ωB97M-V/def2-TZVPD.

XYZ file:
```
51
Properties=species:S:1:pos:R:3:forces:R:3
C -5.016551 -1.918772 0.955885 0.39 0.04 -0.19
N -4.688091 -2.507765 -0.342683 -0.63 0.48 1.15
C -3.520331 -3.013774 -0.755846 0.46 -0.42 -0.93
O -3.467483 -3.491140 -1.881671 0.59 -0.06 0.01
C -2.267863 -2.988539 0.162765 0.15 0.20 0.48
C -1.099172 -2.137153 -0.386377 -0.14 0.21 -0.16
C -1.272055 -0.653421 -0.104016 -1.61 -0.70 -0.03
N -0.205027 0.086163 0.067671 2.26 -0.03 -0.06
O -2.365569 -0.131368 0.004358 -1.31 -0.24 -0.03
N -1.785911 -4.315104 0.593470 -1.11 1.69 0.20
C -1.374688 -5.393228 -0.079521 0.80 -1.66 -0.91
C -1.227814 -5.417234 -1.585923 -0.02 0.27 0.24
O -1.077743 -6.395586 0.552525 0.00 -0.20 0.30
H -6.071933 -1.643666 0.977784 0.12 -0.14 -0.09
H -4.425330 -1.016041 1.121528 -0.03 -0.04 0.02
H -4.824552 -2.634653 1.756720 -0.11 0.05 0.06
H -5.419834 -2.542695 -1.035982 0.19 -0.09 -0.03
H -2.571853 -2.497879 1.085798 0.01 -0.06 0.09
H -0.168514 -2.458825 0.080630 -0.02 -0.23 -0.05
H -1.006339 -2.269975 -1.463026 0.05 -0.02 -0.12
H 0.726741 -0.308028 -0.016657 -0.10 0.42 0.11
H -0.376406 1.050471 0.271791 0.15 0.23 0.02
H -1.800850 -4.480941 1.586742 -0.08 -0.04 0.03
H -0.851511 -4.468208 -1.951794 -0.18 0.12 -0.26
H -2.196434 -5.630290 -2.032868 0.02 0.20 -0.10
H -0.530474 -6.207733 -1.856795 -0.04 0.00 0.24
N 5.133121 0.884592 0.622139 -0.45 -0.02 -0.65
C 4.141183 1.442691 -0.325871 0.44 -0.21 0.54
C 3.361502 2.544265 0.418152 -0.36 0.13 -0.71
C 2.474216 3.357002 -0.541065 0.11 0.13 0.49
C 1.759754 4.535054 0.138056 -0.03 -0.24 -0.19
C 0.656946 4.087978 1.114897 0.74 1.03 -0.34
C -0.372893 5.192062 1.355152 -1.24 -1.61 0.14
O -1.537611 4.861362 1.474736 0.73 0.98 0.01
O 0.040948 6.476532 1.422059 0.10 -0.69 -0.06
C 3.170745 0.374907 -0.901658 -0.07 -0.12 1.35
O 2.631499 -0.387735 -0.110240 0.45 0.74 -1.85
O 2.944793 0.355841 -2.245649 -0.03 -0.30 1.18
H 4.655201 0.448826 1.415140 0.19 0.03 -0.46
H 5.735342 0.198289 0.164499 -0.31 0.13 0.30
H 4.686265 1.897505 -1.159177 0.12 0.07 0.08
H 4.077006 3.220732 0.897691 0.04 -0.24 -0.09
H 2.750515 2.093738 1.207160 0.10 -0.10 -0.04
H 1.724748 2.706512 -1.004741 -0.01 0.02 -0.06
H 3.101376 3.759393 -1.343616 -0.02 -0.07 -0.01
H 2.484770 5.168430 0.661021 -0.08 -0.03 -0.13
H 1.304185 5.143399 -0.651336 0.07 0.00 0.14
H 1.100586 3.798913 2.071189 -0.14 0.02 0.03
H 0.131560 3.219940 0.707308 -0.17 0.30 0.18
H -0.767378 6.990001 1.576626 0.04 0.05 0.01
H 3.497213 1.015151 -2.686981 -0.04 0.00 0.13
```
Forces are in eV/Å.

## Properties
ΔE to the lowest compared entry with this formula, charge and spin ... 0.261 eV
Structure (SMILES) ... CNC(=O)[C@H](CC(N)=O)NC(C)=O.N[C@H](CCCCC(=O)O)C(=O)O

***

C14H27AlBrFNO as an isolated structure at a distorted geometry. Source: OMol25; level of theory: ωB97M-V/def2-TZVPD.

XYZ file:
```
46
Properties=species:S:1:pos:R:3:forces:R:3
C 0.958422 -1.280413 1.405886 -0.85 1.87 -6.54
C 0.773967 -1.120489 0.102461 0.99 0.16 5.85
C 0.491666 -0.709252 -1.440995 -0.58 -0.85 0.84
C -0.430677 0.654460 -1.532050 0.04 -1.61 0.97
C -1.966769 0.156771 -1.520337 0.64 0.35 -0.71
Al -3.357146 1.674335 -1.585606 -0.60 -0.66 0.11
Br -2.746658 3.468601 -3.093900 0.03 -0.36 0.30
C -5.100340 0.783831 -2.314591 -0.65 -0.88 1.50
C -5.533649 -0.270879 -1.147076 -1.79 0.54 0.38
C -4.749744 -1.663819 -0.866991 0.43 0.84 -1.03
N -6.556356 0.027158 -0.343882 2.37 -1.10 -1.71
C -3.881804 2.388831 0.284863 0.74 -0.42 -0.34
C -2.632739 2.876916 1.177407 -1.59 1.07 1.03
F -4.809369 3.519509 0.016508 1.10 -1.10 0.89
H 1.142032 -1.073020 2.530245 -0.42 -0.78 -2.71
H -0.164524 -1.561066 -1.877160 1.22 1.37 0.70
H 1.440825 -0.657614 -2.086688 -1.10 -0.07 1.40
H -0.144558 1.222372 -2.496003 -0.59 -0.79 1.69
H -0.194743 1.249473 -0.563864 -0.38 -0.64 -1.89
H -2.137919 -0.471521 -2.493201 0.31 0.87 1.71
H -2.207213 -0.500069 -0.601878 0.72 0.88 -1.39
H -5.877829 1.643888 -2.327280 1.04 -1.70 -0.11
H -4.949080 0.283421 -3.337717 -0.34 0.63 1.55
H -4.083126 -1.877109 -1.782192 -0.83 0.19 1.55
H -5.453357 -2.568163 -0.729109 0.94 1.66 -0.05
H -4.077890 -1.494704 0.057070 -1.10 -0.48 -1.47
H -6.675716 -0.759246 0.326964 0.19 0.59 -0.38
H -4.508527 1.546629 0.786298 0.98 1.71 -0.42
H -1.906096 2.035467 1.468239 -1.06 1.18 -0.83
H -3.081014 3.271378 2.185130 0.92 -0.60 -1.51
H -2.110911 3.803608 0.706356 -0.71 -1.88 0.58
C 6.778979 -2.007890 2.451017 0.18 0.07 -0.03
C 5.302265 -2.028996 2.101516 -0.10 0.16 -0.01
O 4.680528 -0.750953 2.184845 0.00 -0.06 0.16
C 5.200810 0.261305 1.332209 -0.05 -0.05 -0.04
C 5.108079 -0.080593 -0.143994 -0.05 -0.16 -0.12
H 6.930017 -1.607675 3.457033 -0.04 -0.06 -0.05
H 7.194140 -3.019537 2.409670 -0.06 0.09 0.02
H 7.353014 -1.384889 1.761325 -0.01 -0.09 -0.02
H 4.779826 -2.673498 2.814690 -0.09 0.23 -0.06
H 5.133600 -2.465902 1.112057 0.08 0.00 -0.03
H 6.230614 0.502643 1.619089 0.06 -0.03 -0.07
H 4.609679 1.161663 1.522766 -0.05 -0.22 0.14
H 5.690887 -0.970261 -0.394331 0.06 0.09 -0.01
H 5.484933 0.747014 -0.751089 -0.04 -0.04 0.07
H 4.069990 -0.280348 -0.425192 0.07 0.07 0.07
```
Forces are in eV/Å.

## Properties
Total charge ... -1

***

| no. | LUMO (eV) |
| --- | --- |
| 1 | 0.1 |
| 2 | -3.5 |
| 3 | 0.1 |
| 4 | 2.5 |